1.
The following is a quantum chemistry calculation of C4H8S2 in the gas phase at a distorted geometry, from OMol25.

Each line ends with the Löwdin charge.
Cartesian coordinates (Å):
C1 0.109 0.025 -0.968  -0.732
C2 0.939 0.084 0.234  -0.615
C3 -0.659 1.303 -1.331  -0.140
C4 0.850 -1.429 1.215  -0.533
S1 1.878 -0.012 -1.246  0.830
S2 -0.845 -1.750 1.639  0.705
H1 -0.463 -0.854 -1.136  0.076
H2 0.982 1.176 0.672  0.133
H3 -1.183 1.675 -0.399  0.073
H4 -1.524 0.952 -2.079  0.105
H5 0.035 2.172 -1.803  0.106
H6 1.557 -1.192 2.096  0.089
H7 1.251 -2.000 0.369  0.037
H8 -0.956 -0.661 2.394  -0.134

**HOMO level (spin up / spin down)**: -0.1542 / -0.3446 Ha
**Gap between HOMO and LUMO (spin up / spin down)**: 5.0 / 6.8 eV
**2S+1**: 3
**Energy relative to the best compared isomer or geometry (same formula, charge and spin)**: 292.6 kJ/mol
**F_max**: 4.61 eV/Å
**Electronic energy**: -953.32896 Eh
**Expectation value of S²**: 2.00


2.
The following is a quantum chemistry calculation of C14H21NO2 in the gas phase, from OMol25.

Each line ends with the Löwdin charge.
Cartesian coordinates (Å):
O1 3.183 1.080 3.306  -0.073
C1 4.171 1.703 2.528  -0.271
C2 3.996 1.358 1.050  -0.214
N1 4.042 -0.089 0.913  -0.084
C3 3.624 -0.565 -0.398  -0.189
C4 2.150 -0.323 -0.590  -0.248
C5 1.243 -0.806 0.341  -0.031
C6 -0.116 -0.586 0.206  -0.007
C7 -0.598 0.134 -0.884  -0.263
O2 -1.903 0.423 -1.128  -0.023
C8 -2.901 -0.005 -0.217  -0.316
C9 -4.211 0.697 -0.623  -0.121
C10 -5.271 -0.400 -0.678  -0.194
C11 -4.480 -1.624 -1.129  -0.190
C12 -3.191 -1.518 -0.317  -0.132
C13 0.312 0.619 -1.825  0.001
C14 1.664 0.395 -1.675  -0.040
H1 3.045 0.206 2.914  0.066
H2 4.077 2.780 2.688  0.116
H3 5.172 1.386 2.863  0.112
H4 3.008 1.688 0.718  0.122
H5 4.759 1.878 0.447  0.121
H6 4.981 -0.419 1.118  0.119
H7 4.187 -0.086 -1.217  0.116
H8 3.824 -1.641 -0.432  0.123
H9 1.608 -1.364 1.191  0.115
H10 -0.787 -0.981 0.952  0.106
H11 -2.602 0.275 0.801  0.145
H12 -4.057 1.125 -1.614  0.121
H13 -4.472 1.501 0.062  0.111
H14 -6.087 -0.151 -1.355  0.107
H15 -5.687 -0.573 0.316  0.111
H16 -5.007 -2.560 -0.950  0.107
H17 -4.256 -1.547 -2.194  0.116
H18 -2.361 -2.044 -0.789  0.116
H19 -3.341 -1.932 0.681  0.118
H20 -0.070 1.177 -2.665  0.117
H21 2.352 0.785 -2.412  0.111

**HOMO level**: -0.3046 Ha
**SMILES**: OCCNCc1ccc(OC2CCCC2)cc1
**Gap between HOMO and LUMO**: 9.2 eV
**Energy relative to the best compared isomer or geometry (same formula, charge and spin)**: 98.4 kJ/mol
**F_max**: 0.44 eV/Å
**Electronic energy**: -751.28919 Eh


3.
The following is a quantum chemistry calculation of a molecular structure, C24H37CdNO18P2 at a distorted geometry, from OMol25.

Each line ends with the Löwdin charge.
Cartesian coordinates (Å):
Cd1 -2.256 -1.296 -0.570  1.413
O1 -0.706 0.030 -0.456  -0.447
H1 0.050 -0.106 0.126  -0.029
N1 -2.064 -2.919 -3.152  -0.579
O2 -1.930 -1.731 -2.618  -0.221
O3 -2.525 -2.987 -4.261  0.059
O4 -1.585 -3.881 -2.548  -0.010
C1 0.867 4.485 2.993  -0.014
C2 0.008 4.066 1.985  0.002
C3 0.323 2.912 1.269  -0.330
C4 1.517 2.259 1.517  -0.029
C5 2.402 2.729 2.488  -0.013
C6 2.091 3.892 3.188  -0.338
O5 2.910 4.430 4.136  0.049
O6 -0.464 2.584 0.192  -0.037
H2 0.589 5.358 3.571  0.122
H3 -0.924 4.579 1.795  0.120
H4 1.854 1.458 0.864  0.110
H5 3.418 2.355 2.563  0.116
H6 3.725 3.928 4.222  0.102
H7 -0.374 1.623 -0.045  0.030
C7 -0.679 3.171 -5.443  -0.017
C8 -0.328 3.941 -4.339  -0.016
C9 -0.576 3.472 -3.055  -0.328
C10 -1.060 2.170 -2.890  -0.021
C11 -1.458 1.420 -3.992  -0.013
C12 -1.153 1.880 -5.260  -0.329
O7 -1.223 1.074 -6.373  0.036
O8 -0.103 4.195 -2.007  0.027
H8 -0.490 3.530 -6.445  0.114
H9 -0.098 4.996 -4.442  0.115
H10 -1.192 1.776 -1.890  0.074
H11 -1.872 0.426 -3.858  0.096
H12 -1.763 0.302 -6.173  0.100
H13 -0.141 3.719 -1.160  0.057
C13 4.530 -0.684 -3.170  -0.030
C14 3.205 -1.104 -3.125  -0.021
C15 2.224 -0.263 -2.621  -0.336
C16 2.589 0.996 -2.144  -0.006
C17 3.897 1.438 -2.282  -0.009
C18 4.890 0.571 -2.706  -0.335
O9 6.195 1.001 -2.652  0.033
O10 0.947 -0.707 -2.577  0.009
H14 5.282 -1.375 -3.539  0.112
H15 2.940 -2.048 -3.584  0.118
H16 1.841 1.617 -1.661  0.105
H17 4.133 2.417 -1.882  0.120
H18 6.785 0.246 -2.724  0.096
H19 0.433 -0.245 -1.884  0.035
C19 -3.884 2.245 2.120  -0.033
O11 -4.213 1.055 2.887  -0.202
P1 -3.345 -0.233 2.760  0.329
O12 -3.012 -0.587 1.380  -0.298
O13 -2.109 0.089 3.686  -0.176
C20 -0.760 0.011 3.209  -0.060
O14 -4.162 -1.307 3.527  -0.173
C21 -4.565 -1.072 4.872  -0.079
H20 -2.849 2.206 1.774  0.076
H21 -3.958 3.078 2.813  0.095
H22 -4.587 2.327 1.300  0.097
H23 -0.226 0.902 3.529  0.089
H24 -0.711 -0.171 2.137  0.056
H25 -0.215 -0.832 3.654  0.087
H26 -3.712 -0.905 5.523  0.092
H27 -5.175 -1.900 5.225  0.094
H28 -5.249 -0.220 4.907  0.092
C22 -0.544 -6.490 1.365  -0.070
O15 -1.018 -5.237 0.897  -0.178
P2 -0.305 -3.866 1.107  0.336
O16 -1.114 -2.834 0.472  -0.298
O17 -0.047 -3.675 2.641  -0.192
C23 1.121 -4.105 3.343  -0.076
O18 1.138 -4.013 0.497  -0.206
C24 1.393 -3.378 -0.787  -0.045
H29 -0.243 -7.106 0.524  0.099
H30 -1.302 -6.966 1.983  0.096
H31 0.322 -6.363 2.023  0.075
H32 1.313 -3.357 4.107  0.090
H33 1.959 -4.239 2.668  0.089
H34 0.927 -5.057 3.839  0.087
H35 0.624 -3.629 -1.517  0.079
H36 2.345 -3.774 -1.133  0.094
H37 1.477 -2.297 -0.711  0.074

**HOMO level**: -0.2568 Ha
**Gap between HOMO and LUMO**: 6.7 eV
**F_max**: 2.36 eV/Å
**Electronic energy**: -3196.32716 Eh


4.
The following is a quantum chemistry calculation of a molecular structure, C4H7NS at a distorted geometry, from OMol25.

Each line ends with the Löwdin charge.
Cartesian coordinates (Å):
C1 1.771 0.155 0.294  -0.587
C2 0.466 -0.083 -0.422  -0.450
C3 -0.507 -1.024 0.087  -0.203
C4 -0.737 0.914 -0.225  -0.197
H1 1.671 0.687 1.289  0.076
H2 0.548 -0.191 -1.364  0.051
H3 -0.418 -2.142 -0.082  0.139
H4 -0.327 -0.845 1.122  0.085
H5 -2.510 -0.376 -0.126  0.080
H6 -1.016 2.206 -0.572  0.182
H7 -0.528 1.038 1.030  0.135
N1 -1.654 -0.222 -0.638  0.016
S1 3.241 -0.117 -0.394  0.672

**HOMO level**: -0.3281 Ha
**Gap between HOMO and LUMO**: 8.4 eV
**Energy relative to the best compared isomer or geometry (same formula, charge and spin)**: 470.9 kJ/mol
**F_max**: 7.10 eV/Å
**Electronic energy**: -609.37914 Eh


5.
The following is a quantum chemistry calculation of C4H6O2 in the gas phase at a distorted geometry, from OMol25.

Each line ends with the Löwdin charge.
Cartesian coordinates (Å):
O1 -2.671 0.861 0.132  -0.124
C1 -2.081 -0.465 -0.238  -0.240
C2 -0.572 -0.501 -0.126  -0.030
C3 0.626 -0.561 0.025  -0.047
C4 2.079 -0.439 0.310  -0.232
O2 2.721 0.798 -0.293  -0.126
H1 -2.683 0.962 1.131  0.106
H2 -2.468 -1.404 0.437  0.151
H3 -2.331 -0.714 -1.395  0.152
H4 2.140 -0.459 1.483  0.137
H5 2.588 -1.396 -0.114  0.137
H6 2.050 1.537 -0.083  0.114

**HOMO level**: -0.3654 Ha
**SMILES**: OCC#CCO
**Gap between HOMO and LUMO**: 10.6 eV
**Energy relative to the best compared isomer or geometry (same formula, charge and spin)**: 370.8 kJ/mol
**F_max**: 3.28 eV/Å
**Electronic energy**: -306.36508 Eh


6.
The following is a quantum chemistry calculation of CH3FN2O in the gas phase at a distorted geometry, from OMol25.

Each line ends with the Löwdin charge.
Cartesian coordinates (Å):
C1 0.052 0.442 -0.257  -0.316
N1 -0.415 -0.838 1.595  0.050
N2 -0.330 -0.828 0.343  -0.031
O1 0.165 0.272 -1.649  -0.011
F1 1.228 1.421 0.124  -0.109
H1 -0.900 0.905 -0.037  0.132
H2 -0.909 -1.823 1.817  0.153
H3 1.108 0.449 -1.936  0.133

**HOMO level (spin up / spin down)**: -0.2948 / -0.4227 Ha
**Gap between HOMO and LUMO (spin up / spin down)**: 9.1 / 9.0 eV
**2S+1**: 3
**Energy relative to the best compared isomer or geometry (same formula, charge and spin)**: 25.6 kJ/mol
**F_max**: 4.86 eV/Å
**Electronic energy**: -324.33288 Eh
**Expectation value of S²**: 2.01